[1]
8
Properties=species:S:1:pos:R:3:forces:R:3 method="wB97M-V/def2-TZVPD" e_above_lowest_kj_mol=232.7 orbital_gap_ev=7.98 e_tot_ha=-1836.4592 multiplicity=1
C 0.831 0.496 -0.263 -1.36 -1.44 -3.02
O -0.999 0.446 1.783 -0.73 -0.19 0.93
P -0.678 -0.183 0.531 0.80 -2.45 -1.46
Cl 0.166 2.147 -0.593 0.87 -0.15 0.05
Cl -2.201 -0.378 -0.938 1.75 0.09 1.58
Cl 0.288 -2.856 0.557 -1.02 2.72 -0.04
H 0.757 -0.095 -1.289 0.79 1.29 2.00
H 1.834 0.423 0.214 -1.10 0.13 -0.04

[2]
23
Properties=species:S:1:pos:R:3:forces:R:3 method="wB97M-V/def2-TZVPD" e_above_lowest_kj_mol=36.4 orbital_gap_ev=3.19 total_charge=+2 e_tot_ha=-1283.6545 multiplicity=1
In 0.485 -0.166 0.237 0.95 0.07 0.00
C -3.304 3.144 -1.919 -0.08 0.05 0.21
C -2.785 2.060 -1.023 0.11 0.69 -1.14
O -1.608 1.947 -0.784 -0.24 -0.42 0.49
C -3.816 1.093 -0.473 0.35 -0.05 0.36
C -5.154 1.329 -0.518 0.41 0.51 -0.15
C -6.068 0.522 0.203 0.50 -0.12 0.17
C -5.615 -0.540 1.010 -0.35 -0.50 0.54
C -4.301 -0.849 1.076 -0.28 -0.67 -0.13
C -3.301 -0.106 0.283 0.19 0.31 0.00
O -2.145 -0.476 0.270 -1.15 -0.07 -0.18
H -2.466 3.673 -2.363 -0.01 -0.01 0.03
H -3.884 3.840 -1.306 -0.01 0.11 -0.11
H -3.957 2.753 -2.700 0.00 -0.02 -0.01
H -5.542 2.219 -0.998 0.04 -0.10 -0.16
H -7.125 0.756 0.172 -0.06 0.00 -0.04
H -6.331 -1.124 1.575 -0.04 0.00 -0.08
H -3.946 -1.753 1.560 0.00 0.13 0.24
I 3.152 -2.532 1.431 0.13 0.23 -0.17
C 4.753 -1.440 0.521 -0.17 0.06 -0.03
I 4.113 0.252 -0.618 -0.08 -0.21 0.16
H 5.280 -2.108 -0.149 -0.10 -0.01 -0.02
H 5.409 -1.083 1.306 -0.10 0.03 0.03

[3]
13
Properties=species:S:1:pos:R:3:forces:R:3 method="wB97M-V/def2-TZVPD" e_above_lowest_kj_mol=97.9 orbital_gap_ev=9.40 e_tot_ha=-609.5212 smiles="C[C@H]1CC=NS1" multiplicity=1
C 1.450 -0.500 -0.573 1.89 0.30 1.49
C 0.327 -0.532 0.457 0.87 1.69 0.52
C -0.439 0.800 0.537 0.94 1.60 -0.16
C -1.669 0.628 -0.319 1.52 -1.09 0.73
N -1.999 -0.572 -0.499 -1.26 -0.84 -0.68
S -0.970 -1.705 0.177 -0.12 -0.80 -0.13
H 2.192 0.355 -0.327 -1.02 -1.41 0.00
H 1.213 -0.302 -1.589 -0.77 -0.26 -0.89
H 1.973 -1.474 -0.442 -0.03 0.73 -0.60
H 0.822 -0.674 1.425 -0.30 -0.29 -0.11
H -0.830 0.962 1.558 0.33 0.12 -0.17
H 0.275 1.668 0.256 -1.37 -1.23 0.47
H -2.344 1.346 -0.661 -0.68 1.47 -0.47

[4]
27
Properties=species:S:1:pos:R:3:forces:R:3 method="wB97M-V/def2-TZVPD" e_above_lowest_kj_mol=360.5 orbital_gap_ev=9.19 e_tot_ha=-420.1811 smiles="CN(N)NN.C=CC.C" multiplicity=1
C 0.621 -1.269 -2.434 -0.11 -0.27 -0.10
N -0.324 -1.806 -1.476 -0.31 -0.30 0.29
N -1.549 -1.108 -1.600 -0.23 0.32 -0.08
N 0.266 -1.789 -0.190 0.38 0.11 0.51
N -0.655 -2.361 0.782 -0.12 -0.13 -0.24
H 1.572 -1.779 -2.301 0.04 0.03 -0.01
H 0.228 -1.474 -3.426 0.05 0.10 -0.04
H 0.761 -0.186 -2.321 0.03 0.05 0.01
H -2.251 -1.575 -1.035 0.17 0.11 -0.05
H -1.473 -0.135 -1.279 0.09 -0.25 0.06
H 0.416 -0.821 0.133 -0.49 -0.44 -0.35
H -1.068 -3.175 0.322 0.30 0.04 0.10
H -0.062 -2.718 1.533 -0.15 -0.05 -0.31
C 1.810 0.649 0.357 0.49 0.41 -0.28
C 1.273 1.794 -0.050 0.29 -0.21 0.26
C 0.811 2.879 0.862 -0.12 -0.19 -0.05
H 1.915 0.424 1.409 -0.01 0.04 0.21
H 2.222 -0.093 -0.319 -0.11 0.19 -0.01
H 1.180 2.007 -1.105 0.04 -0.07 -0.28
H 0.941 2.595 1.902 -0.02 0.02 0.12
H 1.386 3.778 0.668 0.08 0.25 0.01
H -0.237 3.112 0.684 -0.10 0.08 0.04
C -1.558 0.610 1.777 -0.19 0.05 0.04
H -0.898 0.889 2.587 0.15 0.09 0.19
H -2.124 -0.268 2.060 -0.05 -0.14 -0.02
H -2.234 1.429 1.562 -0.13 0.20 0.01
H -0.970 0.392 0.898 0.01 -0.03 -0.06

[5]
12
Properties=species:S:1:pos:R:3:forces:R:3 method="wB97M-V/def2-TZVPD" e_above_lowest_kj_mol=18.4 orbital_gap_ev="3.42 / 11.14" total_charge=-1 e_tot_ha=-305.7276 multiplicity=2
O -0.023 -0.760 -0.385 1.07 0.40 -0.15
H -0.907 -0.462 -0.171 -0.88 0.19 0.53
H -0.121 -1.696 -0.558 -0.11 -0.48 -0.12
O 0.990 1.106 -2.281 0.45 0.54 -0.55
H 0.561 0.617 -1.579 -0.25 -0.72 0.47
H 0.398 1.836 -2.461 -0.15 0.14 -0.05
O 2.673 0.151 0.990 0.55 -0.01 0.23
H 2.618 1.071 1.249 -0.04 0.17 0.00
H 1.780 -0.082 0.739 -0.62 -0.26 -0.28
O -2.306 -0.680 1.634 1.09 -0.07 0.61
H -2.883 0.042 1.880 -0.51 0.58 0.08
H -2.781 -1.142 0.943 -0.58 -0.48 -0.77

[6]
44
Properties=species:S:1:pos:R:3:forces:R:3 method="wB97M-V/def2-TZVPD" orbital_gap_ev=7.92 total_charge=-1 e_tot_ha=-1579.0272 multiplicity=1
Tl -0.276 0.175 1.110 0.30 0.19 -0.02
O -2.013 2.219 0.383 -0.11 -0.30 0.02
C -1.411 3.216 -0.399 0.11 0.26 -0.30
C 0.022 2.894 -0.850 -0.20 0.08 0.26
N 0.194 1.507 -1.270 0.04 0.34 -0.38
C -0.670 1.142 -2.398 -0.25 -0.54 0.19
C -1.612 -0.063 -2.067 0.29 0.52 -0.43
O -2.040 -0.714 -3.010 -0.06 -0.25 -0.39
O -1.887 -0.223 -0.841 -0.25 -0.05 0.65
C 1.599 1.278 -1.596 0.45 -0.01 0.44
C 2.531 1.361 -0.339 -0.32 0.16 -0.72
O 3.578 1.991 -0.448 0.41 0.20 -0.19
O 2.116 0.742 0.676 -0.49 -0.33 0.67
H -2.146 1.418 -0.183 -0.03 0.02 0.19
H -1.382 4.117 0.222 0.00 0.03 -0.19
H -2.040 3.428 -1.277 0.07 0.06 0.11
H 0.709 3.054 -0.013 0.00 0.08 -0.06
H 0.292 3.602 -1.658 0.04 -0.09 0.15
H -0.088 0.866 -3.283 -0.02 0.08 0.12
H -1.313 1.980 -2.691 0.04 -0.09 0.01
H 1.957 1.995 -2.352 -0.02 -0.11 0.09
H 1.695 0.263 -1.989 -0.01 -0.01 -0.04
C 1.715 -5.272 1.634 0.06 -0.15 0.09
N 0.944 -4.313 2.405 0.02 -0.19 0.29
C -0.472 -4.614 2.256 -0.09 -0.18 0.14
N -0.918 -4.680 0.875 -0.26 -0.25 0.11
C -0.084 -5.623 0.151 -0.07 -0.20 0.01
N 1.340 -5.329 0.231 0.07 -0.30 -0.03
C 1.661 -4.090 -0.460 0.07 0.40 -0.20
P 0.788 -2.553 0.206 0.01 -0.78 0.10
C 1.236 -2.952 1.994 0.04 0.44 -0.21
C -0.905 -3.370 0.249 0.11 0.43 -0.17
H 1.554 -6.268 2.068 0.04 0.10 -0.05
H 2.776 -5.019 1.714 -0.05 -0.04 -0.01
H -1.052 -3.849 2.781 0.01 -0.08 -0.01
H -0.663 -5.589 2.723 0.01 0.10 -0.02
H -0.386 -5.631 -0.900 -0.01 -0.03 0.06
H -0.243 -6.620 0.580 -0.01 0.07 -0.07
H 1.394 -4.205 -1.517 0.10 0.06 0.06
H 2.744 -3.935 -0.397 -0.10 0.07 -0.10
H 0.703 -2.267 2.663 0.13 0.01 -0.08
H 2.310 -2.775 2.113 -0.08 0.13 0.04
H -1.259 -3.468 -0.782 -0.04 0.16 0.06
H -1.606 -2.713 0.773 0.04 -0.01 -0.14

[7]
108
Properties=species:S:1:pos:R:3:forces:R:3 method="wB97M-V/def2-TZVPD" e_above_lowest_kj_mol=0.0 orbital_gap_ev=10.12 e_tot_ha=-2531.0726 multiplicity=1
O 5.595 12.583 13.076 1.84 0.36 0.30
H 5.521 12.132 12.235 -0.40 -0.48 -0.57
H 4.786 12.634 13.550 -1.19 -0.08 0.14
O 13.247 12.580 12.498 0.31 -0.49 -0.14
H 14.088 12.071 12.395 -0.32 0.33 0.04
H 12.821 12.285 11.674 -0.19 0.17 0.17
O 13.616 14.921 11.060 0.87 0.14 0.04
H 14.567 14.741 10.989 -0.23 0.33 -0.20
H 13.375 14.238 11.702 -0.36 -0.19 0.19
O 8.639 13.422 12.133 0.74 -0.11 -0.02
H 8.815 12.512 12.458 0.03 0.05 -0.38
H 7.761 13.603 12.438 -0.96 0.32 0.19
O 11.494 7.682 10.038 0.36 -0.77 0.44
H 10.608 7.697 10.399 -0.55 0.36 -0.06
H 11.941 7.201 10.770 0.19 0.09 -0.30
O 7.885 11.713 8.610 0.02 -0.46 -0.10
H 8.554 11.036 8.325 -0.58 1.03 0.32
H 8.430 12.485 8.884 -0.17 -0.89 -0.16
C 12.929 8.794 15.702 -1.27 1.04 -0.45
C 12.407 9.429 16.942 0.11 -1.63 1.56
O 11.430 10.429 16.717 -0.39 -0.70 0.26
O 13.598 9.770 14.948 1.50 0.16 -0.69
H 12.048 8.601 15.136 -1.04 -1.00 -0.53
H 13.426 7.841 15.873 0.69 0.31 -0.08
H 13.257 9.731 17.551 0.07 0.67 0.10
H 12.019 8.516 17.522 -0.41 1.60 -0.44
H 11.754 11.292 16.402 0.72 -0.33 -0.05
H 12.949 10.210 14.389 0.20 -0.02 0.14
C 12.691 4.990 12.054 0.95 0.29 -0.57
C 11.585 4.812 13.089 1.03 0.02 -0.16
O 12.162 5.349 14.285 -0.13 -0.30 -0.64
O 13.184 6.363 11.904 -1.02 0.00 -0.11
H 12.292 4.606 11.085 0.49 0.69 0.41
H 13.660 4.457 12.264 -1.41 -0.21 0.26
H 11.420 3.712 13.164 -0.12 0.63 0.10
H 10.626 5.333 12.830 0.89 -0.35 0.02
H 11.451 5.381 14.904 -0.59 0.23 1.01
H 13.131 6.868 12.743 -0.15 -0.86 -0.31
C 15.150 8.890 10.035 -0.13 -1.76 1.10
C 15.198 9.717 11.338 0.65 -1.37 -0.80
O 14.870 11.033 11.118 -0.52 1.57 -0.77
O 13.866 8.987 9.451 -0.77 -0.72 0.17
H 15.341 7.814 10.314 0.04 0.93 -0.17
H 15.902 9.150 9.287 -0.06 0.41 0.13
H 16.206 9.727 11.759 -0.10 -0.37 0.15
H 14.478 9.277 12.026 0.09 -0.33 0.36
H 14.173 11.066 10.432 0.08 0.17 0.11
H 13.235 8.257 9.734 1.16 1.42 -0.40
C 10.118 13.663 15.726 -2.96 -0.40 0.66
C 11.044 13.351 14.625 2.14 -0.81 -0.33
O 12.252 12.858 15.301 -0.51 0.11 -0.20
O 10.613 14.600 16.651 0.12 0.21 0.25
H 9.805 12.685 16.163 0.78 0.46 0.34
H 9.089 13.981 15.371 1.18 0.20 -0.22
H 11.342 14.135 13.911 -0.41 0.06 0.51
H 10.649 12.505 14.059 -0.32 0.16 -0.22
H 12.954 12.761 14.647 -0.19 0.01 -0.16
H 10.564 14.293 17.567 -0.02 -0.16 -0.56
C 9.664 14.475 8.829 -0.28 0.88 1.55
C 10.833 15.411 9.072 0.60 0.03 1.30
O 12.105 14.833 8.820 0.14 -0.86 -0.52
O 9.798 13.334 9.658 -0.37 -0.69 0.60
H 9.652 14.192 7.789 -0.16 -0.43 -0.38
H 8.694 14.986 9.114 1.06 -0.20 -0.64
H 10.836 15.758 10.121 -0.32 -0.01 -0.35
H 10.748 16.236 8.414 -0.39 1.21 -0.61
H 12.798 15.115 9.456 -0.81 -0.14 0.08
H 9.275 13.371 10.516 0.52 0.48 -0.73
C 6.432 8.470 10.471 -1.67 0.43 0.28
C 5.502 9.691 10.283 1.18 -0.23 -1.64
O 6.131 10.885 10.721 -1.44 -0.44 1.79
O 6.691 8.243 11.878 0.27 -0.50 -1.50
H 7.303 8.638 9.843 0.60 -0.01 0.44
H 5.886 7.619 10.012 0.36 0.08 0.58
H 4.564 9.539 10.773 -0.51 0.06 0.81
H 5.234 9.773 9.202 0.33 -0.09 0.56
H 6.640 11.275 10.030 1.10 0.38 -1.39
H 6.397 9.009 12.382 0.13 0.25 0.17
C 12.769 11.422 8.048 0.22 0.20 0.82
C 11.621 10.434 7.932 0.97 -0.07 -0.31
O 10.424 11.111 8.141 -1.16 -0.61 -1.35
O 12.671 12.064 9.354 0.29 -0.71 -0.15
H 12.720 12.205 7.281 -0.08 -0.22 0.05
H 13.745 10.926 8.020 -0.31 0.02 -0.21
H 11.697 9.632 8.653 0.40 -0.16 0.24
H 11.647 9.967 6.936 -0.26 0.26 0.13
H 10.516 11.753 8.832 0.27 0.79 0.91
H 12.373 12.975 9.238 -0.07 0.54 -0.17
C 7.504 9.769 15.190 -1.87 0.34 -0.03
C 7.652 8.279 15.407 -0.07 -0.29 -0.37
O 8.532 7.632 14.476 -0.70 0.10 -0.76
O 6.670 9.930 13.978 1.06 0.31 1.35
H 8.433 10.382 15.096 -0.47 -0.81 0.13
H 6.886 10.132 16.081 0.89 -0.19 -1.03
H 6.654 7.770 15.373 0.64 0.65 -0.02
H 8.048 8.123 16.399 0.33 -0.15 0.27
H 8.034 7.536 13.625 0.41 0.16 0.73
H 6.498 10.878 13.924 -0.27 0.26 -0.43
C 10.509 10.537 11.702 0.37 2.09 0.82
C 11.215 9.545 12.584 0.49 -0.22 -1.08
O 10.450 8.308 12.546 0.38 0.97 1.20
O 9.273 10.890 12.294 0.11 0.81 0.35
H 10.354 10.231 10.712 -0.13 -0.92 -1.47
H 11.012 11.544 11.611 -0.03 -1.21 0.23
H 11.274 10.081 13.556 -0.10 -0.97 -0.08
H 12.226 9.302 12.168 -0.66 0.38 0.50
H 10.017 8.203 13.418 -0.01 -0.11 -0.34
H 8.727 10.139 12.455 -0.77 -1.13 0.00

[8]
53
Properties=species:S:1:pos:R:3:forces:R:3 method="wB97M-V/def2-TZVPD" e_above_lowest_kj_mol=41.8 orbital_gap_ev=9.38 e_tot_ha=-1636.7390 smiles="CCn1c(SCC(=O)N2CCOCC2)nnc1[C@@H](C)NC(=O)c1ccccc1" multiplicity=1
C 0.017 -4.071 -1.380 -0.07 0.23 -0.04
C -0.331 -2.587 -1.306 -0.30 -0.46 -0.36
N 0.459 -1.935 -0.291 0.40 0.41 0.69
C 1.751 -1.516 -0.407 0.09 -0.32 -0.53
S 2.597 -1.386 -1.934 -0.02 0.12 0.08
C 1.873 0.241 -2.406 -0.10 -0.38 -0.03
C 1.599 1.086 -1.173 0.08 0.17 -0.38
O 0.451 1.198 -0.766 -0.37 -0.09 0.00
N 2.637 1.701 -0.589 0.03 0.23 0.06
C 4.042 1.535 -0.892 0.45 -0.12 0.17
C 4.759 0.984 0.351 0.05 -0.20 -0.40
O 4.574 1.835 1.456 0.19 0.18 0.10
C 3.202 1.930 1.773 -0.37 0.11 -0.05
C 2.419 2.515 0.593 -0.07 -0.03 0.47
N 2.201 -1.077 0.735 0.65 -0.01 -0.46
N 1.208 -1.183 1.623 -0.63 -0.09 0.86
C 0.167 -1.694 1.017 -0.01 -0.20 -0.33
C -1.192 -1.823 1.619 -0.13 -0.11 0.07
C -1.110 -1.869 3.140 -0.06 -0.05 -0.20
N -1.977 -0.681 1.179 0.09 0.01 0.16
C -2.969 -0.780 0.265 0.11 0.12 0.17
O -3.324 -1.851 -0.200 -0.27 -0.21 -0.11
C -3.605 0.515 -0.101 -0.18 0.21 -0.22
C -2.845 1.656 -0.340 -0.04 -0.14 0.06
C -3.475 2.835 -0.698 -0.02 0.12 0.00
C -4.855 2.885 -0.811 0.02 0.07 -0.03
C -5.611 1.746 -0.588 -0.05 -0.02 0.01
C -4.988 0.561 -0.244 0.10 -0.11 0.03
H 1.067 -4.205 -1.635 0.05 -0.04 -0.02
H -0.592 -4.547 -2.143 -0.05 -0.11 -0.08
H -0.176 -4.557 -0.426 -0.02 -0.06 0.07
H -0.119 -2.108 -2.264 -0.07 0.03 0.14
H -1.389 -2.454 -1.074 0.13 0.07 -0.03
H 0.921 0.058 -2.906 0.11 0.18 0.10
H 2.567 0.707 -3.101 0.03 0.02 -0.02
H 4.458 2.518 -1.145 0.02 -0.09 -0.03
H 4.195 0.852 -1.724 -0.03 0.05 0.01
H 4.363 -0.016 0.575 0.13 0.16 -0.08
H 5.835 0.933 0.173 -0.05 -0.02 -0.05
H 2.804 0.938 2.019 0.02 0.17 0.03
H 3.129 2.587 2.641 -0.06 -0.03 -0.04
H 2.771 3.531 0.383 -0.03 -0.03 0.04
H 1.351 2.530 0.807 0.13 0.05 -0.01
H -1.705 -2.710 1.231 0.10 0.17 0.07
H -2.111 -1.881 3.564 -0.07 -0.01 0.00
H -0.578 -2.761 3.455 0.08 -0.06 0.08
H -0.568 -1.002 3.507 0.04 0.05 0.10
H -1.658 0.230 1.472 -0.08 0.02 -0.04
H -1.767 1.616 -0.294 0.14 -0.01 0.01
H -2.885 3.718 -0.892 0.05 0.06 -0.03
H -5.341 3.811 -1.083 -0.03 0.07 -0.02
H -6.686 1.781 -0.688 -0.08 0.00 0.00
H -5.560 -0.340 -0.078 -0.05 -0.08 -0.01

[9]
15
Properties=species:S:1:pos:R:3:forces:R:3 method="wB97M-V/def2-TZVPD" e_above_lowest_kj_mol=155.0 orbital_gap_ev=10.58 e_tot_ha=-396.0894 multiplicity=1
H -3.243 -0.716 -0.366 0.42 -0.02 0.08
N -2.299 -1.101 -0.230 -0.19 0.19 0.02
C -1.399 -0.211 -0.138 0.67 0.56 -0.21
N -1.507 1.179 -0.145 -0.24 0.28 -0.56
C 0.040 -0.652 0.098 -2.26 -0.21 0.32
C 0.792 -0.011 1.245 -0.06 -0.96 0.72
N 1.062 0.282 -0.119 0.38 1.51 -0.32
C 2.231 -0.069 -0.719 0.87 -0.46 -1.65
O 3.285 -0.182 -0.159 0.28 0.09 0.12
H -2.365 1.591 -0.498 0.07 -0.42 0.22
H -0.703 1.683 -0.527 -0.17 -0.47 0.37
H 0.190 -1.679 -0.192 0.23 -0.29 0.30
H 1.482 -0.678 1.775 -0.12 0.47 -0.22
H 0.307 0.782 1.820 0.15 -0.36 -0.24
H 2.128 -0.217 -1.846 -0.02 0.08 1.06

[10]
14
Properties=species:S:1:pos:R:3:forces:R:3 method="wB97M-V/def2-TZVPD" e_above_lowest_kj_mol=100.0 orbital_gap_ev=8.87 e_tot_ha=-324.6864 smiles=Cc1occc1N multiplicity=1
C -1.686 -1.059 0.163 0.01 0.00 0.09
C -0.295 -0.533 0.258 -0.15 0.21 0.03
O 0.731 -1.404 0.541 -0.14 -0.01 0.07
C 1.889 -0.780 0.228 0.12 0.00 -0.28
C 1.635 0.461 -0.258 0.04 -0.32 -0.12
C 0.229 0.654 -0.142 -0.06 -0.29 -0.16
N -0.445 1.854 -0.448 -0.07 -0.05 0.10
H -2.262 -0.371 -0.468 0.06 -0.16 0.16
H -1.663 -2.034 -0.339 -0.05 0.16 0.11
H -2.211 -1.180 1.116 0.12 0.02 -0.05
H 2.798 -1.340 0.414 -0.25 0.12 -0.20
H 2.230 1.072 -0.908 0.67 0.35 0.50
H 0.197 2.641 -0.419 -0.14 -0.20 -0.09
H -1.148 2.019 0.260 -0.16 0.15 -0.15